## P
Density functional theory data (ωB97M-V/def2-TZVPD) for a 11-piece molecular cluster, C44H121N11O11 overall.

```
187
C44H121N11O11 (ωB97M-V/def2-TZVPD)
C 11.172 -6.874 -1.214
O 9.973 -6.110 -1.296
C 9.635 -5.744 -2.677
C 8.357 -4.830 -2.660
C 7.030 -5.391 -2.098
N 8.092 -4.371 -4.032
H 11.296 -7.307 -0.222
H 12.044 -6.392 -1.655
H 10.972 -7.801 -1.750
H 10.440 -5.105 -3.039
H 9.506 -6.670 -3.237
H 8.521 -3.906 -2.105
H 6.337 -4.551 -2.059
H 7.159 -5.666 -1.051
H 6.661 -6.221 -2.702
H 8.901 -3.990 -4.502
H 7.366 -3.676 -3.933
C 3.522 -4.418 4.353
O 4.870 -4.246 4.896
C 5.108 -2.963 5.332
C 6.398 -2.938 6.205
C 6.331 -3.876 7.370
N 6.658 -1.590 6.675
H 3.369 -5.446 4.024
H 3.318 -3.779 3.493
H 2.753 -4.286 5.115
H 5.322 -2.377 4.438
H 4.245 -2.560 5.862
H 7.245 -3.166 5.557
H 5.453 -3.681 7.985
H 7.262 -3.914 7.935
H 6.225 -4.890 6.984
H 6.873 -0.935 5.938
H 7.501 -1.586 7.232
C 8.081 3.913 -4.579
O 6.934 3.430 -3.914
C 6.648 2.081 -4.260
C 5.353 1.633 -3.545
C 5.476 1.262 -2.003
N 4.688 0.502 -4.185
H 8.959 3.277 -4.468
H 8.386 4.871 -4.159
H 7.905 3.866 -5.654
H 6.514 2.037 -5.341
H 7.361 1.354 -3.871
H 4.708 2.511 -3.497
H 4.684 0.644 -1.579
H 5.346 2.178 -1.426
H 6.426 0.856 -1.655
H 4.245 0.813 -5.038
H 3.898 0.195 -3.635
C 0.824 -9.764 -4.493
O -0.561 -9.379 -4.443
C -1.247 -10.107 -5.458
C -2.494 -9.314 -6.019
C -3.460 -10.046 -6.956
N -2.040 -8.178 -6.889
H 1.418 -9.198 -5.211
H 1.018 -10.835 -4.528
H 1.180 -9.349 -3.550
H -0.565 -10.411 -6.252
H -1.614 -11.016 -4.981
H -3.111 -8.855 -5.247
H -3.079 -10.309 -7.943
H -4.332 -9.399 -7.053
H -3.678 -11.023 -6.526
H -1.481 -7.608 -6.271
H -1.379 -8.582 -7.537
C 2.355 11.244 -6.214
O 2.025 9.881 -6.202
C 1.903 9.300 -4.890
C 1.542 7.767 -5.051
C 1.362 7.111 -3.778
N 2.567 7.063 -5.727
H 1.571 11.719 -5.624
H 2.412 11.681 -7.212
H 3.293 11.424 -5.690
H 2.705 9.558 -4.199
H 1.060 9.825 -4.440
H 0.641 7.668 -5.657
H 1.205 6.036 -3.872
H 0.432 7.511 -3.374
H 2.138 7.354 -3.052
H 3.367 6.891 -5.135
H 2.980 7.668 -6.422
C -6.825 2.429 -1.055
O -5.779 2.621 -2.011
C -6.223 2.722 -3.316
C -4.941 3.142 -4.119
C -5.264 3.508 -5.570
N -4.136 1.934 -4.328
H -7.601 3.133 -1.355
H -6.572 2.726 -0.037
H -7.044 1.366 -1.152
H -6.681 1.801 -3.678
H -7.038 3.445 -3.357
H -4.295 3.832 -3.577
H -5.859 4.389 -5.331
H -5.860 2.838 -6.190
H -4.400 3.837 -6.147
H -4.716 1.201 -4.711
H -3.858 1.581 -3.423
C 3.198 5.707 4.606
O 3.053 5.008 5.831
C 2.649 3.621 5.722
C 2.392 2.887 7.084
C 1.283 3.544 7.866
N 3.537 2.852 8.004
H 2.551 5.225 3.873
H 4.113 5.713 4.015
H 2.766 6.705 4.683
H 1.691 3.505 5.215
H 3.361 3.082 5.096
H 2.162 1.869 6.770
H 1.084 3.066 8.825
H 0.343 3.423 7.327
H 1.467 4.589 8.115
H 4.304 2.324 7.614
H 3.889 3.794 8.100
C -8.122 -3.084 5.693
O -6.986 -3.871 6.188
C -7.119 -4.071 7.609
C -5.705 -4.477 8.022
C -5.161 -5.751 7.330
N -5.646 -4.730 9.443
H -9.075 -3.603 5.792
H -8.001 -2.975 4.616
H -8.092 -2.074 6.102
H -7.434 -3.137 8.075
H -7.927 -4.775 7.808
H -5.087 -3.620 7.756
H -4.970 -5.477 6.292
H -5.832 -6.605 7.421
H -4.190 -6.062 7.715
H -4.679 -4.981 9.592
H -6.089 -5.633 9.529
C -7.340 -5.480 -1.411
O -7.369 -4.517 -2.506
C -7.692 -5.005 -3.786
C -7.593 -3.855 -4.882
C -8.205 -4.378 -6.158
N -6.217 -3.430 -5.002
H -6.894 -4.967 -0.558
H -6.670 -6.323 -1.579
H -8.312 -5.885 -1.133
H -7.152 -5.863 -4.186
H -8.723 -5.361 -3.769
H -8.221 -3.022 -4.566
H -9.293 -4.436 -6.124
H -7.805 -5.321 -6.530
H -8.054 -3.680 -6.981
H -5.774 -4.144 -5.562
H -5.811 -3.433 -4.077
C -3.327 8.423 3.699
O -3.308 9.571 4.498
C -2.068 10.295 4.443
C -2.244 11.692 5.046
C -3.158 12.536 4.202
N -0.905 12.376 5.129
H -2.593 7.674 3.997
H -2.980 8.645 2.690
H -4.311 7.955 3.682
H -1.301 9.715 4.956
H -1.697 10.427 3.427
H -2.677 11.743 6.045
H -3.351 13.455 4.755
H -4.056 11.936 4.050
H -2.727 12.663 3.210
H -0.403 11.711 5.699
H -0.995 13.261 5.607
C -0.753 -2.702 -1.198
O -0.773 -1.449 -0.651
C -1.839 -1.225 0.323
C -1.524 -0.014 1.186
C -2.432 0.120 2.482
N -1.570 1.190 0.397
H -0.407 -3.412 -0.446
H -0.041 -2.785 -2.019
H -1.636 -3.058 -1.729
H -2.831 -1.164 -0.124
H -1.881 -2.087 0.989
H -0.508 -0.159 1.553
H -2.440 -0.688 3.214
H -3.481 0.038 2.198
H -2.389 1.091 2.975
H -2.492 1.350 0.019
H -0.897 0.983 -0.328
```

SMILES string: COC[C@H](C)N.COC[C@H](C)N.COC[C@H](C)N.COC[C@H](C)N.COC[C@H](C)N.COC[C@H](C)N.COC[C@H](C)N.COC[C@H](C)N.COC[C@H](C)N.COC[C@H](C)N.COC[C@H](C)N
highest occupied orbital energy: -8.98 eV


## Q
Density functional theory data (ωB97M-V/def2-TZVPD) for a 11-piece molecular cluster, C44H121N11O11 overall.

```
187
C44H121N11O11 (ωB97M-V/def2-TZVPD)
C -16.734 16.576 6.434
O -15.512 16.416 5.738
C -14.498 17.329 6.119
C -14.809 18.783 5.808
C -14.986 19.107 4.326
N -13.857 19.664 6.487
H -16.514 16.466 7.502
H -17.424 15.823 6.058
H -17.182 17.553 6.231
H -14.280 17.190 7.188
H -13.585 16.977 5.636
H -15.786 19.014 6.258
H -14.999 20.196 4.247
H -15.934 18.687 3.997
H -14.147 18.766 3.719
H -13.720 19.381 7.452
H -14.223 20.606 6.565
C -24.883 14.702 2.756
O -23.708 15.305 2.249
C -23.948 16.071 1.069
C -22.701 16.125 0.187
C -21.568 16.814 0.964
N -22.900 16.818 -1.076
H -24.637 14.223 3.702
H -25.170 13.930 2.028
H -25.729 15.388 2.857
H -24.737 15.594 0.473
H -24.263 17.053 1.434
H -22.342 15.121 -0.051
H -21.429 16.389 1.955
H -21.755 17.889 1.055
H -20.616 16.774 0.428
H -22.820 17.826 -0.974
H -23.874 16.701 -1.360
C -27.482 17.396 6.219
O -26.903 18.272 5.303
C -25.493 18.126 5.201
C -24.959 19.034 4.122
C -23.444 18.792 4.058
N -25.200 20.443 4.421
H -27.018 17.437 7.217
H -27.313 16.342 5.959
H -28.547 17.586 6.317
H -25.094 18.375 6.197
H -25.183 17.073 5.095
H -25.401 18.803 3.149
H -23.042 18.688 5.068
H -22.861 19.570 3.566
H -23.291 17.883 3.471
H -24.844 20.701 5.344
H -26.212 20.542 4.478
C -19.230 14.188 8.092
O -20.002 13.814 6.979
C -20.909 14.827 6.593
C -21.377 14.522 5.174
C -20.231 14.638 4.170
N -22.317 15.577 4.808
H -18.613 13.332 8.366
H -19.876 14.301 8.979
H -18.662 15.117 8.009
H -21.800 14.745 7.233
H -20.489 15.836 6.635
H -21.815 13.517 5.134
H -19.818 15.643 4.070
H -20.581 14.420 3.154
H -19.430 13.928 4.385
H -22.493 15.501 3.808
H -23.226 15.518 5.258
C -18.449 12.710 1.520
O -17.590 11.767 0.886
C -16.722 12.408 -0.025
C -15.597 11.434 -0.363
C -14.433 12.111 -1.104
N -16.148 10.405 -1.269
H -19.281 12.167 1.965
H -18.891 13.393 0.786
H -17.836 13.231 2.259
H -17.237 12.703 -0.946
H -16.317 13.330 0.411
H -15.144 11.007 0.538
H -13.789 11.424 -1.653
H -13.803 12.714 -0.448
H -14.853 12.780 -1.861
H -15.448 9.671 -1.310
H -16.968 10.012 -0.812
C -24.570 15.576 7.666
O -24.970 14.721 6.629
C -25.620 13.561 7.060
C -26.191 12.860 5.853
C -27.299 13.728 5.215
N -26.780 11.535 6.110
H -23.842 15.130 8.353
H -25.460 15.847 8.255
H -24.172 16.509 7.268
H -24.960 12.947 7.692
H -26.487 13.702 7.729
H -25.426 12.670 5.086
H -28.021 14.184 5.896
H -27.922 13.201 4.488
H -26.833 14.536 4.644
H -27.393 11.225 5.373
H -25.980 10.904 6.104
C -21.990 15.666 10.865
O -23.236 16.327 10.723
C -24.167 16.032 11.761
C -24.905 17.330 12.044
C -24.102 18.372 12.800
N -26.112 17.033 12.835
H -21.303 16.097 10.140
H -22.140 14.592 10.738
H -21.533 15.886 11.836
H -24.901 15.267 11.480
H -23.610 15.615 12.606
H -25.294 17.750 11.108
H -24.637 19.315 12.909
H -23.160 18.529 12.269
H -23.870 18.024 13.809
H -26.797 16.544 12.270
H -26.572 17.845 13.220
C -22.531 11.949 2.173
O -22.920 10.606 2.066
C -23.873 10.213 3.027
C -23.250 9.726 4.346
C -22.373 8.498 4.318
N -24.400 9.484 5.248
H -21.809 12.182 1.393
H -22.090 12.161 3.157
H -23.396 12.617 2.066
H -24.566 11.042 3.196
H -24.393 9.358 2.589
H -22.664 10.472 4.894
H -22.864 7.572 4.005
H -21.957 8.360 5.315
H -21.544 8.607 3.610
H -24.126 9.047 6.116
H -25.083 8.890 4.790
C -21.423 18.615 8.651
O -22.291 19.705 8.371
C -23.609 19.383 8.783
C -24.506 20.598 8.712
C -25.943 20.218 9.026
N -24.464 21.272 7.399
H -21.503 18.318 9.699
H -20.412 18.873 8.353
H -21.790 17.770 8.053
H -23.961 18.612 8.087
H -23.653 18.994 9.803
H -24.197 21.344 9.457
H -26.090 19.981 10.086
H -26.336 19.381 8.448
H -26.626 21.056 8.865
H -23.468 21.443 7.249
H -24.885 22.192 7.460
C -20.263 10.886 7.655
O -20.915 9.713 8.091
C -22.315 9.884 8.138
C -22.969 8.613 8.700
C -22.831 7.378 7.803
N -24.385 8.813 8.972
H -19.190 10.708 7.635
H -20.497 11.732 8.306
H -20.589 11.121 6.637
H -22.544 10.738 8.789
H -22.660 10.119 7.125
H -22.405 8.342 9.603
H -21.805 7.355 7.437
H -23.557 7.309 6.991
H -23.036 6.488 8.403
H -24.539 9.286 9.856
H -24.853 7.919 9.044
C -18.888 11.316 11.392
O -17.888 11.245 12.370
C -16.930 10.246 12.081
C -15.796 10.264 13.105
C -14.956 9.010 12.914
N -16.365 10.211 14.471
H -19.511 10.426 11.272
H -18.489 11.489 10.383
H -19.488 12.207 11.565
H -17.400 9.269 12.246
H -16.524 10.359 11.070
H -15.171 11.157 13.043
H -15.523 8.079 12.888
H -14.187 8.938 13.685
H -14.370 9.056 11.989
H -16.720 9.270 14.638
H -17.229 10.753 14.442
```

SMILES string: COC[C@H](C)N.COC[C@H](C)N.COC[C@H](C)N.COC[C@H](C)N.COC[C@H](C)N.COC[C@H](C)N.COC[C@H](C)N.COC[C@H](C)N.COC[C@H](C)N.COC[C@H](C)N.COC[C@H](C)N
highest occupied orbital energy: -8.61 eV


## R
Density functional theory data (ωB97M-V/def2-TZVPD) for a 11-piece molecular cluster, C44H121N11O11 overall.

```
187
C44H121N11O11 (ωB97M-V/def2-TZVPD)
C -1.601 0.574 3.418
O -2.630 1.072 4.253
C -2.101 1.767 5.344
C -3.197 1.956 6.407
C -4.254 2.980 5.945
N -2.572 2.325 7.647
H -1.020 -0.158 3.980
H -1.005 1.356 2.947
H -2.041 0.001 2.601
H -1.335 1.119 5.769
H -1.585 2.702 5.124
H -3.571 0.947 6.587
H -4.854 2.829 5.048
H -3.744 3.931 5.795
H -5.051 3.167 6.665
H -3.217 2.189 8.413
H -1.694 1.894 7.898
C -6.997 -4.236 -1.690
O -6.284 -3.242 -2.429
C -4.861 -3.279 -2.333
C -4.265 -2.244 -3.333
C -4.179 -2.843 -4.757
N -2.862 -1.917 -3.079
H -8.068 -4.219 -1.887
H -6.948 -4.154 -0.604
H -6.729 -5.263 -1.937
H -4.580 -2.975 -1.324
H -4.598 -4.316 -2.540
H -4.697 -1.243 -3.346
H -5.167 -3.169 -5.083
H -3.588 -3.759 -4.772
H -3.738 -2.144 -5.468
H -2.369 -2.798 -3.106
H -2.521 -1.433 -3.897
C 1.559 -6.117 -1.023
O 0.944 -5.704 -2.153
C -0.398 -6.202 -2.175
C -1.128 -5.532 -3.379
C -0.711 -5.944 -4.788
N -1.014 -4.100 -3.394
H 2.548 -5.667 -0.932
H 1.744 -7.190 -1.063
H 0.990 -5.783 -0.156
H -0.428 -7.288 -2.260
H -0.854 -5.911 -1.229
H -2.202 -5.671 -3.253
H 0.303 -5.649 -5.057
H -1.431 -5.550 -5.506
H -0.712 -7.033 -4.740
H -0.165 -3.831 -2.918
H -0.951 -3.688 -4.314
C 6.915 5.236 -0.254
O 6.347 4.378 -1.216
C 5.081 3.753 -0.853
C 4.754 2.669 -1.877
C 3.553 1.713 -1.581
N 5.882 1.760 -2.179
H 7.844 5.727 -0.543
H 7.052 4.723 0.698
H 6.325 6.143 -0.128
H 5.112 3.382 0.172
H 4.320 4.532 -0.915
H 4.536 3.179 -2.815
H 2.749 2.415 -1.362
H 3.753 1.139 -0.676
H 3.247 1.161 -2.469
H 6.671 2.360 -1.981
H 5.981 1.514 -3.153
C 3.895 -2.450 -2.410
O 3.974 -2.907 -3.776
C 3.814 -1.864 -4.754
C 4.277 -2.078 -6.208
C 4.142 -0.835 -7.134
N 3.530 -3.138 -6.867
H 4.528 -1.594 -2.179
H 4.055 -3.176 -1.613
H 2.898 -2.027 -2.288
H 2.817 -1.434 -4.851
H 4.462 -1.057 -4.412
H 5.332 -2.347 -6.267
H 4.642 0.019 -6.678
H 3.088 -0.627 -7.315
H 4.459 -1.085 -8.147
H 4.171 -3.268 -7.636
H 3.582 -4.004 -6.351
C -4.541 0.564 1.559
O -5.512 0.655 0.507
C -6.585 -0.278 0.713
C -7.489 -0.059 -0.574
C -8.792 -0.882 -0.614
N -6.825 -0.438 -1.830
H -4.935 0.776 2.554
H -3.871 1.417 1.451
H -3.943 -0.347 1.563
H -6.255 -1.315 0.780
H -7.119 -0.126 1.651
H -7.709 1.004 -0.668
H -9.185 -0.729 0.392
H -8.704 -1.952 -0.803
H -9.571 -0.518 -1.284
H -6.771 -1.437 -1.966
H -5.855 -0.214 -1.658
C 1.840 0.925 1.833
O 0.632 0.444 1.307
C 0.850 -0.835 0.781
C -0.434 -1.411 0.097
C -0.476 -2.915 -0.343
N -0.761 -0.625 -1.084
H 2.274 0.160 2.477
H 1.838 1.947 2.212
H 2.559 1.033 1.021
H 1.627 -0.932 0.023
H 1.105 -1.522 1.588
H -1.248 -1.262 0.806
H 0.426 -3.167 -0.900
H -1.363 -3.101 -0.949
H -0.487 -3.547 0.545
H -1.565 -1.084 -1.488
H -1.002 0.320 -0.820
C -0.623 2.893 -1.136
O -1.388 3.394 -2.274
C -2.659 3.971 -2.051
C -3.653 2.867 -1.580
C -3.743 1.747 -2.625
N -5.024 3.429 -1.301
H 0.442 2.725 -1.294
H -0.953 2.002 -0.602
H -0.673 3.643 -0.346
H -2.681 4.782 -1.322
H -3.064 4.396 -2.969
H -3.474 2.355 -0.634
H -4.613 1.124 -2.417
H -2.830 1.154 -2.670
H -3.841 2.294 -3.563
H -5.031 4.385 -0.977
H -5.523 2.795 -0.694
C 1.302 -4.951 3.087
O 2.479 -4.518 2.411
C 3.702 -4.791 3.115
C 4.828 -4.281 2.214
C 4.797 -2.692 2.030
N 4.772 -4.981 0.945
H 1.157 -4.434 4.036
H 1.279 -6.037 3.170
H 0.471 -4.571 2.493
H 3.694 -4.231 4.050
H 3.858 -5.849 3.326
H 5.723 -4.455 2.812
H 3.933 -2.283 1.506
H 5.674 -2.362 1.474
H 4.852 -2.089 2.937
H 4.843 -5.972 1.124
H 3.857 -4.832 0.544
C 5.916 0.411 1.292
O 5.143 1.203 2.229
C 6.027 2.053 2.999
C 5.197 3.137 3.679
C 4.549 4.193 2.722
N 6.045 3.949 4.551
H 5.288 -0.216 0.659
H 6.685 -0.166 1.805
H 6.503 1.066 0.647
H 6.543 1.421 3.721
H 6.796 2.635 2.491
H 4.412 2.665 4.270
H 3.848 4.799 3.296
H 3.893 3.809 1.941
H 5.301 4.833 2.262
H 6.839 4.286 4.027
H 6.465 3.220 5.110
C 0.866 5.469 2.828
O -0.230 5.624 3.753
C -1.304 6.518 3.321
C -2.621 5.680 3.206
C -2.628 4.726 2.032
N -3.730 6.586 3.057
H 0.483 5.293 1.823
H 1.535 4.629 3.015
H 1.365 6.436 2.776
H -1.391 7.285 4.090
H -1.014 7.131 2.467
H -2.816 5.144 4.135
H -2.467 5.264 1.098
H -3.521 4.104 1.976
H -1.793 4.027 2.059
H -3.644 7.131 2.212
H -4.541 6.018 2.856
```

SMILES string: COC[C@H](C)N.COC[C@H](C)N.COC[C@H](C)N.COC[C@H](C)N.COC[C@H](C)N.COC[C@H](C)N.COC[C@H](C)N.COC[C@H](C)N.COC[C@H](C)N.COC[C@H](C)N.COC[C@H](C)N
highest occupied orbital energy: -8.41 eV


Compare the structures above. Which one is the most stable? Q is.